1.
Here is 2 unconnected molecules or ions with the total composition C4H15N3O in a non-equilibrium geometry from the Open Molecules 2025 dataset. Energies are from ωB97M-V/def2-TZVPD.

Relative energy (zero: lowest compared OMol25 entry of this formula, charge and spin): 271.8 kJ/mol
HOMO: -18.303 eV
Max |F|: 0.1852 Eh/bohr
Gap between HOMO and LUMO: 11.486 eV
Net charge: +2

Element x y z (Å)
O (-1.79240, 0.26407, -2.00982)
N (-2.45111, 0.81199, 0.77164)
N (1.72894, -0.39730, -0.83967)
N (2.60848, -1.91501, 0.81424)
C (-1.03993, 1.52810, 0.71274)
C (2.64021, -1.29474, -0.37077)
C (0.39721, -0.39424, -0.18354)
C (0.14915, 0.58682, 0.94510)
H (1.99424, -1.89801, 1.47434)
H (0.18499, -1.58695, 0.00729)
H (-2.06296, 0.80269, -2.85909)
H (-2.42610, 0.12463, 1.49395)
H (-1.93692, -0.60417, -2.17531)
H (-0.20661, -0.10883, -1.01521)
H (-3.16817, 1.61121, 0.82205)
H (-2.67564, 0.44159, -0.16708)
H (3.47087, -2.55013, 1.11963)
H (1.79015, 0.15878, -1.68659)
H (0.04794, -0.06905, 1.89611)
H (-0.85478, 2.13095, -0.16751)
H (-1.04297, 2.42716, 1.52287)
H (1.12705, 1.16585, 0.81673)
H (3.51836, -1.23543, -0.92209)

Forces on atoms 1 to 6 (eV/Å):
-0.4 6.0 -1.4
0.8 3.8 -2.3
0.1 -2.3 2.9
7.5 -1.9 -5.5
0.3 1.9 2.7
-1.8 2.9 1.1



2.
Here is 2 unconnected molecules or ions with the total composition C4H15N3O2 in a non-equilibrium geometry from the Open Molecules 2025 dataset. Energies are from ωB97M-V/def2-TZVPD.

2S+1: 2
Expectation value of S²: 0.7564
HOMO (spin up / spin down): -13.377 / -13.334 eV
Max |F|: 0.0610 Eh/bohr
Gap between HOMO and LUMO (spin up / spin down): 10.207 / 5.892 eV
Net charge: +1

Element x y z (Å)
O (2.28747, -1.13321, 0.00861)
O (0.54469, 0.43738, -3.24550)
N (-1.54655, 0.24810, -1.36976)
N (-0.59308, -1.38023, 2.18261)
N (-0.95059, 1.36563, 0.75029)
C (0.49445, -0.69754, 1.63049)
C (-1.29040, 1.50808, -0.61923)
C (0.96148, -1.35156, 0.34494)
C (0.30476, 1.01880, 1.23720)
H (-1.78801, -0.52848, -0.77996)
H (0.78261, -2.43230, 0.45018)
H (0.19313, -1.01457, -0.36293)
H (0.47211, 1.46042, 2.22686)
H (-1.30489, -1.74360, 1.56055)
H (-2.01426, 0.29778, -2.25787)
H (1.15532, 1.16314, 0.53336)
H (-1.67498, 1.44710, 1.45368)
H (1.38335, -0.47708, 2.24606)
H (0.52858, 0.19275, -2.31710)
H (-2.17230, 2.12256, -0.80036)
H (-0.16399, 1.04656, -3.47470)
H (-1.09202, -0.78971, 2.84722)
H (2.52105, -1.76557, -0.67441)
H (-0.48625, 2.00139, -1.18668)

Forces on atoms 1 to 6 (eV/Å):
-0.1 0.9 0.2
0.8 -0.1 -0.7
1.1 -0.2 1.7
0.0 2.0 0.5
1.1 -0.6 0.7
1.4 -1.0 -0.7



3.
Here is a molecular structure, C4H15N4 in a non-equilibrium geometry from the Open Molecules 2025 dataset. Energies are from ωB97M-V/def2-TZVPD.

Relative energy (zero: lowest compared OMol25 entry of this formula, charge and spin): 36.1 kJ/mol
HOMO: -13.893 eV
Max |F|: 0.0215 Eh/bohr
Gap between HOMO and LUMO: 11.234 eV
Net charge: +1

Element x y z (Å)
N (-1.84268, 0.04067, 2.68371)
N (1.10996, 0.01589, -1.04236)
N (-2.16163, 0.27147, 0.40513)
N (-0.06155, -0.30176, 1.21689)
C (0.69758, -1.17801, -1.81604)
C (0.79962, 1.25840, -1.78992)
C (2.54007, -0.07195, -0.71485)
C (-1.32458, -0.00926, 1.42612)
H (0.46271, -0.10626, 0.12765)
H (1.03081, -2.05733, -1.26273)
H (-2.98955, 0.81453, 0.58480)
H (1.19172, 2.08950, -1.21404)
H (0.38410, -0.55700, 2.08285)
H (2.66970, -0.78082, 0.10375)
H (3.12410, -0.41441, -1.57147)
H (2.93685, 0.89134, -0.40170)
H (-1.35067, -0.45204, 3.41672)
H (-0.38361, -1.18600, -1.92735)
H (-2.84818, -0.02273, 2.79516)
H (1.26680, 1.22637, -2.77657)
H (-0.27456, 1.30572, -1.96208)
H (1.21289, -1.20783, -2.77782)
H (-1.70157, 0.44621, -0.48122)

Forces on atoms 1 to 6 (eV/Å):
-0.3 -0.4 -0.1
-0.1 0.1 -0.6
0.6 0.2 -0.4
-1.1 0.2 0.2
0.6 0.0 0.5
0.3 -0.8 0.1



4.
Here is 2 unconnected molecules or ions with the total composition C4H15N4O5P in a non-equilibrium geometry from the Open Molecules 2025 dataset. Energies are from ωB97M-V/def2-TZVPD.

HOMO: -8.939 eV
Max |F|: 0.1725 Eh/bohr
Gap between HOMO and LUMO: 8.544 eV

Element x y z (Å)
P (0.62465, -3.12356, -0.47073)
O (0.05901, 0.85277, -0.25928)
O (0.58161, 2.70911, 2.16474)
O (0.43311, -0.53477, -2.18462)
O (-0.64820, -3.89242, -1.39827)
O (2.06137, -3.00594, -1.48934)
N (-0.61362, -1.08480, -2.83160)
N (-2.36173, -0.94935, 0.30164)
N (0.11603, -1.56752, 0.24205)
N (1.08634, -4.07023, 0.79824)
C (1.06971, 4.01577, 1.89844)
C (-1.20375, -1.65058, 0.97349)
C (0.18372, -0.41679, -0.73587)
C (0.27198, 4.64736, 0.77654)
H (-0.78922, 4.69987, 1.04120)
H (-0.27418, -1.31506, -3.79893)
H (-1.03916, -1.10308, 2.02130)
H (0.95597, -3.49451, 1.67054)
H (-1.42483, -0.42285, -2.87686)
H (-1.49602, -2.76886, 1.24343)
H (2.12991, 3.94785, 1.63618)
H (-2.35679, 0.08407, 0.44501)
H (2.62908, -2.26004, -1.08983)
H (0.34321, 4.04611, -0.13573)
H (-0.13778, -4.57384, -1.96818)
H (0.63292, 5.65720, 0.56193)
H (0.67530, 2.18912, 1.34813)
H (-2.48661, -1.22271, -0.69749)
H (0.97798, 4.60768, 2.81387)

Forces on atoms 1 to 6 (eV/Å):
1.9 -3.4 2.8
1.0 -8.2 -3.2
0.1 -0.2 0.0
1.7 1.8 4.5
4.2 0.6 0.0
-2.6 1.9 1.7



5.
Here is 3 unconnected molecules or ions with the total composition C4H15NO2 in a non-equilibrium geometry from the Open Molecules 2025 dataset. Energies are from ωB97M-V/def2-TZVPD.

Relative energy (zero: lowest compared OMol25 entry of this formula, charge and spin): 164.5 kJ/mol
HOMO: -8.737 eV
Max |F|: 0.0316 Eh/bohr
Gap between HOMO and LUMO: 9.423 eV

Element x y z (Å)
O (3.35924, 0.09518, 3.04493)
O (1.29257, -0.26355, -5.99718)
N (-0.73440, -0.27350, 0.01668)
C (0.48980, -0.75783, 0.57174)
C (-0.98665, 1.89134, 1.14586)
C (-1.50510, -1.34510, -0.58710)
C (-1.46014, 0.44725, 1.06000)
H (2.70209, -0.43242, 2.58468)
H (-2.51893, 0.45131, 0.81773)
H (-1.08576, 2.34824, 2.11342)
H (-1.36576, -0.00857, 2.05455)
H (1.49213, -0.37008, -5.06095)
H (0.03387, 1.99134, 0.76497)
H (-1.17141, -2.35330, -0.29013)
H (-1.47048, -1.40312, -1.67776)
H (-1.49407, 2.57374, 0.45849)
H (-2.55277, -1.27204, -0.31679)
H (2.91915, 0.81079, 3.50822)
H (1.21226, -1.08041, -0.19332)
H (0.95933, 0.02981, 1.13849)
H (0.33920, -1.69759, 1.11777)
H (1.54582, 0.61851, -6.27431)

Forces on atoms 1 to 6 (eV/Å):
0.5 -0.1 0.0
-0.2 -0.4 -0.1
-0.7 0.0 0.0
1.0 -0.9 -0.9
0.4 0.6 -1.1
-0.2 -0.8 -0.3



6.
Here is 3 unconnected molecules or ions with the total composition C4H15NO2 in a non-equilibrium geometry from the Open Molecules 2025 dataset. Energies are from ωB97M-V/def2-TZVPD.

Relative energy (zero: lowest compared OMol25 entry of this formula, charge and spin): 130.3 kJ/mol
HOMO: -8.834 eV
Max |F|: 0.0313 Eh/bohr
Gap between HOMO and LUMO: 9.693 eV

Element x y z (Å)
O (-0.81195, 3.75470, -2.66941)
O (2.55302, -0.90830, 5.99327)
N (-0.20454, 0.88576, -1.46420)
C (-0.89995, 0.25281, -0.34561)
C (-1.21359, -1.25754, -0.47939)
C (-0.52880, -2.16580, 0.53682)
C (1.01488, 0.17539, -1.79869)
H (1.79160, -0.37420, 6.24706)
H (1.54378, -0.18025, -0.91507)
H (-0.94129, -2.05479, 1.51699)
H (-1.14294, 4.65840, -2.64869)
H (-0.98968, -1.60756, -1.48779)
H (0.52014, -1.84898, 0.60683)
H (-0.46476, -3.19333, 0.19247)
H (-1.86440, 0.73887, -0.20937)
H (-0.25333, 0.40157, 0.51027)
H (3.23016, -0.27883, 5.74321)
H (0.86248, -0.66409, -2.48513)
H (-0.85136, 3.43384, -1.76762)
H (-2.29063, -1.42513, -0.46140)
H (-0.76695, 0.85143, -2.30773)
H (1.70812, 0.80599, -2.30681)

Forces on atoms 1 to 6 (eV/Å):
-0.1 0.2 -0.4
-0.2 -0.1 0.1
-0.1 -0.2 -0.1
-0.4 -0.6 -0.5
-0.4 -0.4 -0.4
1.2 0.6 -0.9



7.
Here is 3 unconnected molecules or ions with the total composition C4H15NO2 in a non-equilibrium geometry from the Open Molecules 2025 dataset. Energies are from ωB97M-V/def2-TZVPD.

Relative energy (zero: lowest compared OMol25 entry of this formula, charge and spin): 159.1 kJ/mol
HOMO: -8.444 eV
Max |F|: 0.0392 Eh/bohr
Gap between HOMO and LUMO: 9.088 eV

Element x y z (Å)
O (1.96124, -3.10102, 1.02280)
O (0.66753, -0.14698, -3.37073)
N (-0.67026, 0.55803, 1.62506)
C (0.47662, -0.40260, -0.44564)
C (0.57420, 0.15190, 0.95933)
C (-1.33594, 1.77360, 1.17548)
C (-2.10027, 1.67466, -0.15462)
H (-2.07204, 1.96097, 1.94684)
H (-1.53804, 2.09066, -0.98798)
H (2.63494, -2.57676, 1.48623)
H (-0.16190, 0.11199, -1.14693)
H (-2.30121, 0.61608, -0.35037)
H (-0.67871, 2.63262, 1.31210)
H (1.05093, 1.13831, 0.90848)
H (-1.35638, -0.16037, 1.81532)
H (1.12575, -0.45002, 1.68201)
H (1.35371, -2.38739, 0.76737)
H (1.41460, -0.36798, -0.99621)
H (0.13924, -1.44643, -0.48791)
H (-0.06369, -0.43815, -3.91465)
H (-3.11677, 2.03464, -0.10690)
H (1.11782, 0.62338, -3.72788)

Forces on atoms 1 to 6 (eV/Å):
0.1 0.9 0.2
0.4 -0.2 0.6
0.1 0.0 0.2
0.3 -0.9 -0.5
-1.1 1.7 0.3
-0.7 -0.5 0.7



8.
Here is 4 unconnected molecules or ions with the total composition C4H15NO2 in a non-equilibrium geometry from the Open Molecules 2025 dataset. Energies are from ωB97M-V/def2-TZVPD.

Relative energy (zero: lowest compared OMol25 entry of this formula, charge and spin): 688.1 kJ/mol
HOMO: -9.361 eV
Max |F|: 0.0767 Eh/bohr
Gap between HOMO and LUMO: 6.947 eV

Element x y z (Å)
O (-1.09426, 2.85996, -0.29800)
O (2.68571, -0.68439, -1.02131)
N (0.01045, -0.66661, -0.17640)
C (-1.14853, -0.22458, -0.99799)
C (0.19929, -2.09148, -0.36374)
C (0.05262, 1.09216, 1.61512)
C (-0.26653, -0.33213, 1.21878)
H (0.34154, -2.18712, -1.48370)
H (0.33390, -0.97525, 1.88813)
H (1.86114, -0.22794, -0.83013)
H (0.19783, 1.15974, 2.70106)
H (3.07836, -0.16897, -1.72490)
H (1.04478, 1.39420, 1.24490)
H (-1.35446, -0.56274, 1.38932)
H (0.39787, 1.95680, -0.46115)
H (-0.57908, 1.90553, 1.18339)
H (-0.68324, -2.65826, 0.03218)
H (-2.07159, -0.55863, -0.47929)
H (1.20445, -2.33107, 0.05710)
H (-1.10971, -0.77841, -1.92803)
H (-1.97475, 3.22444, -0.44495)
H (-1.12581, 0.85473, -1.12038)

Forces on atoms 1 to 6 (eV/Å):
3.2 -0.9 2.1
0.6 0.0 -0.1
-0.9 1.2 -0.1
0.2 -0.8 0.7
1.1 0.1 -1.1
0.4 0.9 -0.4



9.
Here is 3 unconnected molecules or ions with the total composition C4H15NO2 in a non-equilibrium geometry from the Open Molecules 2025 dataset. Energies are from ωB97M-V/def2-TZVPD.

Relative energy (zero: lowest compared OMol25 entry of this formula, charge and spin): 159.5 kJ/mol
HOMO: -8.354 eV
Max |F|: 0.0378 Eh/bohr
Gap between HOMO and LUMO: 8.923 eV

Element x y z (Å)
O (-2.66753, 1.95346, -1.27259)
O (1.30972, -4.07484, 1.59273)
N (0.75292, -0.05775, 0.92576)
C (1.15760, 0.57549, -1.42242)
C (0.77401, 1.06098, -0.02672)
C (0.05085, 0.05065, 2.15977)
C (-0.12581, 0.13463, -2.16295)
H (0.73493, -3.40407, 1.25083)
H (-1.01087, 0.27639, 2.00399)
H (0.50740, -0.94536, 0.50525)
H (0.03701, -0.80256, 2.85559)
H (-0.96234, 0.85175, -2.13697)
H (1.68226, 1.45198, -1.83151)
H (-3.49189, 1.57338, -0.91315)
H (1.41332, 1.77896, 0.49767)
H (0.09014, -0.05240, -3.20224)
H (-2.62000, 2.74802, -0.72491)
H (-0.21762, 1.54236, -0.10267)
H (0.78346, -4.42145, 2.32259)
H (1.85423, -0.25401, -1.41911)
H (0.51437, 0.79521, 2.83894)
H (-0.56616, -0.78082, -1.73789)

Forces on atoms 1 to 6 (eV/Å):
-1.0 0.2 0.8
0.1 -0.5 0.5
0.6 -1.6 -0.3
-0.7 1.0 0.4
-0.6 -0.8 1.7
-0.5 1.0 1.4